Model A:
Here is a 2-piece molecular cluster, C5H10O2 overall from OMol25. Energies are from wB97M-V/def2-TZVPD.

Values from the calculation:
2S+1: 1
Structure (SMILES): C/C=C/C=C/O.O
Molar mass: 102.133 g/mol
HOMO level: -8.1 eV
Net charge: 0
HOMO-LUMO gap: 8.94 eV

Geometry (Å):
C  -1.194  -1.003  2.724
C  -0.650  -0.356  1.514
C  -0.242  -1.064  0.457
C  0.501  -0.175  -0.422
C  0.864  -0.702  -1.569
O  1.642  -0.144  -2.574
H  -1.333  -0.346  3.554
H  -2.208  -1.436  2.353
H  -0.685  -1.926  3.078
H  -0.674  0.708  1.607
H  -0.269  -2.206  0.582
H  0.879  0.810  -0.311
H  0.612  -1.740  -2.016
H  2.227  0.576  -2.101
H  -0.650  1.827  -0.612
H  -1.513  2.938  0.040
O  -0.649  2.718  -0.226

---

Model B:
Here is C5H10O2 as an isolated structure from OMol25. Energies are from wB97M-V/def2-TZVPD.

Values from the calculation:
2S+1: 1
Molar mass: 102.133 g/mol
HOMO level: -9.4 eV
Net charge: 0
HOMO-LUMO gap: 10.31 eV

Geometry (Å):
O  1.425  -0.698  1.547
C  1.777  -0.528  0.180
C  0.540  -0.737  -0.685
C  -0.554  0.348  -0.636
C  -1.957  -0.141  -0.224
O  -1.912  0.582  1.012
C  -0.709  1.247  0.608
H  1.866  -0.018  2.067
H  2.533  -1.281  -0.101
H  2.216  0.467  -0.002
H  0.113  -1.701  -0.382
H  0.876  -0.860  -1.723
H  -0.547  0.926  -1.566
H  -2.057  -1.224  -0.067
H  -2.775  0.208  -0.869
H  -0.897  2.304  0.367
H  0.066  1.178  1.374

---

Model C:
Here is C5H10O2 as an isolated structure from OMol25. Energies are from wB97M-V/def2-TZVPD.

Values from the calculation:
2S+1: 1
Molar mass: 102.133 g/mol
HOMO level: -8.7 eV
Net charge: 0
HOMO-LUMO gap: 9.63 eV

Geometry (Å):
C  0.440  -1.694  -1.405
C  -0.408  -0.751  -0.547
O  -0.549  -1.248  0.786
C  0.143  0.684  -0.565
C  -0.558  1.600  0.446
C  -0.113  1.522  1.875
O  1.021  0.829  2.065
H  0.477  -1.359  -2.451
H  1.471  -1.732  -1.025
H  0.026  -2.709  -1.376
H  -1.437  -0.737  -0.937
H  0.299  -1.084  1.237
H  1.222  0.661  -0.347
H  0.037  1.094  -1.579
H  -1.650  1.468  0.438
H  -0.404  2.665  0.191
H  0.678  1.234  3.018

---

Model D:
Here is one molecule with the formula C5H10O2 from OMol25. Energies are from wB97M-V/def2-TZVPD.

Values from the calculation:
2S+1: 1
Structure (SMILES): CCO[C@@H](C)C=O
Molar mass: 102.133 g/mol
HOMO level: -9.6 eV
Net charge: 0
HOMO-LUMO gap: 10.60 eV

Geometry (Å):
C  -2.010  -1.209  0.347
C  -1.178  -0.141  1.040
O  0.205  -0.291  0.752
C  0.769  0.661  -0.116
C  2.284  0.567  0.024
C  0.408  0.385  -1.568
O  0.358  1.239  -2.418
H  -3.048  -1.167  0.694
H  -2.010  -1.087  -0.742
H  -1.606  -2.198  0.581
H  -1.523  0.866  0.760
H  -1.287  -0.236  2.128
H  0.430  1.679  0.128
H  2.772  1.293  -0.631
H  2.567  0.766  1.061
H  2.629  -0.438  -0.239
H  0.240  -0.690  -1.802

---

Verdict on stability: model D comes out on top.

---

Model A:
Here is one molecule with the formula C5H10O2 from OMol25. Energies are from wB97M-V/def2-TZVPD.

Values from the calculation:
2S+1: 1
Molar mass: 102.133 g/mol
HOMO level: -8.4 eV
Net charge: 0
HOMO-LUMO gap: 5.43 eV

Geometry (Å):
O  1.681  1.107  1.447
C  1.020  1.703  0.043
O  1.961  2.394  -0.492
C  0.279  0.538  -0.858
C  -1.079  -0.583  -0.182
C  -1.565  -1.334  -1.307
C  -0.199  -1.158  1.038
H  0.239  2.294  0.598
H  -0.347  1.010  -1.694
H  0.872  -0.200  -1.227
H  -1.661  0.245  0.444
H  -2.521  -1.205  -1.650
H  -1.101  -2.225  -1.616
H  2.649  1.344  1.396
H  0.628  -1.663  0.591
H  -0.888  -1.877  1.601
H  0.032  -0.390  1.867

---

Model B:
Here is C5H10O2 as an isolated structure from OMol25. Energies are from wB97M-V/def2-TZVPD.

Values from the calculation:
2S+1: 1
Molar mass: 102.133 g/mol
HOMO level: -9.6 eV
Net charge: 0
HOMO-LUMO gap: 10.72 eV

Geometry (Å):
C  1.934  0.373  -0.741
C  0.974  -0.776  -0.483
C  0.584  -0.291  1.374
O  -0.300  0.714  0.898
C  -1.073  -0.173  0.126
C  -2.400  0.375  -0.322
O  -0.302  -0.574  -0.986
H  1.908  0.773  -1.762
H  2.954  0.039  -0.528
H  1.665  1.193  -0.073
H  1.348  -1.719  -0.941
H  1.566  0.025  1.669
H  0.075  -0.642  2.318
H  -0.954  -1.079  0.791
H  -2.280  1.340  -0.831
H  -2.858  -0.326  -1.023
H  -3.055  0.517  0.538

---

Model C:
Here is one molecule with the formula C5H10O2 from OMol25. Energies are from wB97M-V/def2-TZVPD.

Values from the calculation:
2S+1: 1
Molar mass: 102.133 g/mol
HOMO level: -8.7 eV
Net charge: 0
HOMO-LUMO gap: 9.07 eV

Geometry (Å):
C  -1.235  -1.274  0.595
C  -0.725  -0.181  -0.312
C  0.746  -0.200  -0.701
C  1.749  0.018  0.426
O  1.789  1.363  0.850
C  -1.555  1.978  -0.525
O  -1.136  1.078  0.315
H  -1.121  -2.237  0.091
H  -0.713  -1.298  1.555
H  -2.298  -1.096  0.785
H  0.929  0.563  -1.470
H  0.913  -1.175  -1.176
H  2.755  -0.219  0.062
H  1.539  -0.671  1.262
H  0.879  1.640  1.022
H  -1.332  -0.190  -1.225
H  -1.059  1.749  -1.510

---

Model D:
Here is a 2-piece molecular cluster, C5H10O2 overall from OMol25. Energies are from wB97M-V/def2-TZVPD.

Values from the calculation:
2S+1: 1
Structure (SMILES): C=C/C=C(/C)O.O
Molar mass: 102.133 g/mol
HOMO level: -8.1 eV
Net charge: 0
HOMO-LUMO gap: 8.62 eV

Geometry (Å):
C  -0.810  2.852  0.469
C  -0.087  1.654  0.487
C  -0.522  0.361  0.593
C  0.220  -0.802  0.759
O  1.519  -0.749  1.344
C  -0.317  -2.248  0.397
H  -0.183  3.857  0.302
H  -1.940  3.107  0.683
H  1.030  1.727  0.593
H  -1.605  0.178  0.103
H  1.792  0.140  1.079
H  -0.761  -2.594  -0.512
H  -0.847  -2.695  1.299
H  0.652  -2.735  0.395
H  -0.620  -0.360  -3.806
H  -0.137  -0.046  -2.418
O  -0.054  -0.685  -3.087

---

Verdict on stability: model D comes out on top.

---

Model A:
Here is a 2-piece molecular cluster, C5H10O2 overall from OMol25. Energies are from wB97M-V/def2-TZVPD.

Values from the calculation:
2S+1: 1
Structure (SMILES): C=CCO.CC=O
Molar mass: 102.133 g/mol
HOMO level: -9.9 eV
Net charge: 0
HOMO-LUMO gap: 10.69 eV

Geometry (Å):
C  -1.812  0.133  -1.300
O  -0.944  0.031  -2.417
C  -1.145  -0.222  -0.013
C  -1.410  -1.083  0.924
H  -0.618  -0.875  -2.466
H  -2.705  -0.490  -1.436
H  -2.131  1.179  -1.279
H  -2.315  -1.660  1.025
C  1.653  -0.224  0.714
C  2.054  1.224  0.762
O  1.280  -0.868  1.705
H  -0.463  -1.240  1.612
H  2.069  -0.771  -0.151
H  -0.018  0.131  0.016
H  1.791  1.721  -0.171
H  3.137  1.285  0.872
H  1.578  1.730  1.602

---

Model B:
Here is a 2-piece molecular cluster, C5H10O2 overall from OMol25. Energies are from wB97M-V/def2-TZVPD.

Values from the calculation:
2S+1: 1
Structure (SMILES): C/C=C\OC.C=O
Molar mass: 102.133 g/mol
HOMO level: -8.8 eV
Net charge: 0
HOMO-LUMO gap: 9.63 eV

Geometry (Å):
C  2.194  1.026  -0.482
O  0.792  1.071  -0.309
C  0.103  0.074  -0.931
C  0.092  -1.928  1.433
O  -0.072  -3.105  1.234
C  -1.214  -0.071  -0.788
C  -2.077  0.834  0.043
H  2.634  0.160  0.031
H  2.468  0.987  -1.545
H  2.596  1.942  -0.044
H  0.700  -0.593  -1.556
H  -0.710  -1.266  1.811
H  1.071  -1.431  1.269
H  -1.680  -0.901  -1.313
H  -3.054  0.982  -0.428
H  -2.263  0.417  1.042
H  -1.603  1.810  0.175

---

Model C:
Here is a 2-piece molecular cluster, C5H10O2 overall from OMol25. Energies are from wB97M-V/def2-TZVPD.

Values from the calculation:
2S+1: 1
Structure (SMILES): C=CO[C@H](C)C=O.[H][H]
Molar mass: 102.133 g/mol
HOMO level: -9.2 eV
Net charge: 0
HOMO-LUMO gap: 9.98 eV

Geometry (Å):
C  2.097  0.029  -0.415
C  0.768  -0.005  0.333
O  -0.103  0.883  -0.322
C  -1.277  1.177  0.295
C  -1.742  0.713  1.453
C  0.250  -1.437  0.324
O  -0.604  -1.850  -0.418
H  2.513  1.039  -0.388
H  1.934  -0.257  -1.458
H  2.819  -0.661  0.034
H  0.913  0.305  1.380
H  -1.407  -0.237  -3.035
H  -1.831  1.893  -0.304
H  -1.227  -0.022  2.063
H  -2.704  1.062  1.808
H  0.768  -2.111  1.042
H  -1.169  -0.523  -2.390

---

Model D:
Here is one molecule with the formula C5H10O2 from OMol25. Energies are from wB97M-V/def2-TZVPD.

Values from the calculation:
2S+1: 1
Structure (SMILES): CCO[C@H]1O[C@@H]1C
Molar mass: 102.133 g/mol
HOMO level: -9.3 eV
Net charge: 0
HOMO-LUMO gap: 10.31 eV

Geometry (Å):
C  -1.360  1.266  -2.156
C  -1.066  0.940  -0.711
O  -0.337  -0.268  -0.789
C  0.785  -0.380  1.299
C  1.120  -1.645  2.066
C  0.865  -0.355  -0.126
O  1.595  0.692  0.383
H  -1.895  0.424  -2.608
H  -1.947  2.178  -2.260
H  -0.404  1.378  -2.678
H  -0.463  1.719  -0.230
H  -1.986  0.799  -0.120
H  0.050  0.270  1.754
H  2.035  -1.552  2.635
H  0.303  -1.872  2.773
H  1.197  -2.515  1.398
H  1.509  -1.080  -0.631

---

Verdict on stability: model B comes out on top.

---

Model A:
Here is one molecule with the formula C5H10O2 from OMol25. Energies are from wB97M-V/def2-TZVPD.

Values from the calculation:
2S+1: 1
Molar mass: 102.133 g/mol
HOMO level: -9.6 eV
Net charge: 0
HOMO-LUMO gap: 10.68 eV

Geometry (Å):
C  -2.217  -0.694  -0.369
C  -1.148  0.384  -0.520
C  0.009  0.194  0.437
O  0.728  -1.047  0.111
C  1.223  1.100  0.226
C  2.120  -0.133  0.012
O  2.677  -0.693  1.051
H  -3.012  -0.565  -1.111
H  -1.778  -1.687  -0.505
H  -2.677  -0.657  0.626
H  -0.750  0.386  -1.544
H  -1.574  1.381  -0.343
H  -0.349  0.138  1.471
H  1.494  -1.261  1.002
H  1.542  1.683  1.092
H  1.133  1.742  -0.656
H  2.578  -0.271  -0.979

---

Model B:
Here is a 2-piece molecular cluster, C5H10O2 overall from OMol25. Energies are from wB97M-V/def2-TZVPD.

Values from the calculation:
2S+1: 1
Molar mass: 102.133 g/mol
HOMO level (alpha / beta): -8.9 / -9.4 eV
Net charge: 0
HOMO-LUMO gap (alpha / beta): 8.29 / 8.48 eV

Geometry (Å):
C  0.750  2.620  0.782
C  0.650  1.230  1.403
O  0.514  0.228  0.460
C  -0.283  -1.778  -0.540
C  -1.685  -2.122  -0.890
C  0.592  -1.094  -1.395
O  1.680  -0.669  -0.940
H  -0.135  2.823  0.170
H  0.833  3.397  1.552
H  1.631  2.675  0.135
H  1.520  1.024  2.052
H  -0.237  1.173  2.060
H  0.122  -2.109  0.410
H  -1.855  -3.203  -0.792
H  -2.373  -1.635  -0.188
H  -1.946  -1.808  -1.905
H  0.223  -0.750  -2.374

---

Model C:
Here is a 3-piece molecular cluster, C5H10O2 overall from OMol25. Energies are from wB97M-V/def2-TZVPD.

Values from the calculation:
2S+1: 1
Structure (SMILES): C1=CC1.C=O.CO
Molar mass: 102.133 g/mol
HOMO level: -8.8 eV
Net charge: 0
HOMO-LUMO gap: 9.18 eV

Geometry (Å):
C  2.232  0.914  -0.388
O  1.106  0.215  -0.868
C  0.006  -1.137  0.430
C  -0.775  -0.773  1.631
C  -1.315  -1.165  0.282
C  -1.637  0.651  -0.798
O  -1.110  0.501  -1.909
H  3.139  0.656  -0.963
H  2.459  0.611  0.652
H  2.118  2.007  -0.377
H  0.904  -1.655  0.152
H  -0.718  -1.497  2.448
H  -0.932  0.253  1.979
H  -1.987  -1.924  -0.092
H  -2.725  0.565  -0.683
H  -1.130  1.229  -0.005
H  0.362  0.550  -1.492

---

Verdict on stability: model A comes out on top.